(w)
Entry from the Open Molecules 2025 dataset: C3H5F2N in the gas phase (wB97M-V/def2-TZVPD).

```
! RIJCOSX wB97M-V def2-TZVPD def2/J DEFGRID3
* xyz 0 1
C 0.103 -0.095 1.111
C -0.023 0.087 -1.404
C -0.612 -0.561 -0.115
N 0.667 1.279 1.272
F 0.406 -0.881 2.071
F 1.480 1.190 2.418
H 0.965 -0.371 -1.709
H 0.174 1.113 -1.117
H -0.773 -0.069 -2.311
H -0.812 -1.616 -0.199
H -1.575 -0.074 -0.017
*
```

Summary:
HOMO-LUMO gap: 10.39 eV
Highest occupied orbital energy: -9.75 eV
SMILES string: CC/C(F)=N/F

=====

(x)
Entry from the Open Molecules 2025 dataset: a 2-piece molecular cluster, C3H5F2N overall (wB97M-V/def2-TZVPD).

```
! RIJCOSX wB97M-V def2-TZVPD def2/J DEFGRID3
* xyz 0 1
C -0.915 -0.647 0.550
C -1.802 0.342 0.416
C 2.032 -0.518 -0.158
N 2.166 0.378 0.772
F -1.645 1.177 -0.638
F 3.244 -1.183 -0.319
H 0.068 -0.586 -0.073
H -0.915 -1.333 1.367
H -2.624 0.591 0.979
H 3.041 0.515 1.392
H 1.386 1.086 0.766
*
```

Summary:
HOMO-LUMO gap: 10.37 eV
Highest occupied orbital energy: -9.57 eV

=====

It is (x) that is most stable; the runner-up trails by 0.0208 hartree.

=====

(w)
Entry from the Open Molecules 2025 dataset: C8H11N2 as an isolated structure (wB97M-V/def2-TZVPD).

```
! RIJCOSX wB97M-V def2-TZVPD def2/J DEFGRID3
* xyz 1 1
C -2.664 0.062 -0.343
C -2.255 -0.422 -1.576
C 0.648 -0.643 0.780
C -1.157 0.882 1.812
C -0.172 0.276 -1.338
C 0.235 0.765 1.085
C 0.739 -0.890 -0.748
C -1.664 0.636 0.399
N -0.528 1.086 -0.191
N 2.120 -0.582 -1.266
H -3.628 -0.129 0.120
H 1.664 -0.658 1.101
H 0.032 -1.277 1.351
H -1.372 0.125 2.656
H -1.276 1.920 2.112
H 0.318 0.817 -2.142
H 1.104 1.491 1.226
H 0.479 -1.948 -0.946
H 2.804 -1.305 -1.009
H 2.351 0.362 -0.731
H 2.222 -0.567 -2.352
*
```

Summary:
HOMO-LUMO gap: 7.76 eV
Highest occupied orbital energy: -11.69 eV

=====

(x)
Entry from the Open Molecules 2025 dataset: an isolated ion of composition C8H11N2 and charge +1 (wB97M-V/def2-TZVPD).

```
! RIJCOSX wB97M-V def2-TZVPD def2/J DEFGRID3
* xyz 1 1
C -2.508 0.351 -0.030
C -1.610 1.278 0.390
C 1.723 0.660 -0.800
C 0.809 1.473 -0.325
C -1.953 -0.801 -0.754
C 1.930 -0.789 -0.474
C -0.147 0.904 0.664
C -0.264 -0.686 0.657
N -0.800 -1.271 -0.442
N 1.135 -1.212 0.701
H -3.440 0.681 -0.385
H -1.909 2.238 0.874
H 2.584 1.076 -1.526
H 0.658 2.499 -0.646
H -2.449 -1.324 -1.569
H 1.393 -1.249 -1.368
H 3.075 -0.958 -0.314
H 0.091 1.384 1.596
H -0.970 -0.942 1.534
H 0.967 -2.282 0.658
H 1.687 -1.029 1.558
*
```

Summary:
HOMO-LUMO gap: 9.79 eV
Highest occupied orbital energy: -13.62 eV
SMILES string: C1=C[C@@H]2C=CC[NH2+][C@@H]2N=C1

=====

It is (x) that is most stable; the runner-up trails by 0.1701 hartree.

=====

(w)
Entry from the Open Molecules 2025 dataset: a 2-piece molecular cluster, C3H13N2O overall (wB97M-V/def2-TZVPD).

```
! RIJCOSX wB97M-V def2-TZVPD def2/J DEFGRID3
* xyz 1 1
C 1.598 0.649 0.670
N 1.859 -0.216 1.806
C 0.064 0.666 0.482
N -0.362 -0.775 0.313
C -0.032 -1.509 -0.934
H 1.881 1.685 0.860
H 1.979 0.294 -0.278
H 1.847 0.311 2.664
H 2.758 -0.673 1.729
H -0.383 1.027 1.403
H -0.234 1.233 -0.395
H -1.344 -0.907 0.533
H 0.172 -1.144 1.125
H -0.354 -2.531 -0.766
H -0.433 -1.023 -1.817
H 1.051 -1.526 -1.055
H -4.034 1.161 -2.383
H -2.927 2.067 -1.775
O -3.107 1.214 -2.183
*
```

Summary:
HOMO-LUMO gap: 11.52 eV
Highest occupied orbital energy: -14.38 eV

=====

(x)
Entry from the Open Molecules 2025 dataset: a 2-piece molecular cluster, C3H13N2O overall (wB97M-V/def2-TZVPD).

```
! RIJCOSX wB97M-V def2-TZVPD def2/J DEFGRID3
* xyz 1 1
C -1.101 0.096 -0.585
C 0.179 0.057 -1.420
C 1.186 -1.212 -1.235
N 1.622 -1.266 0.169
N -0.898 -0.237 0.916
H -1.959 -0.470 -0.935
H -1.431 1.155 -0.627
H 0.022 0.308 -2.469
H 0.890 0.733 -0.939
H 0.663 -2.131 -1.513
H 1.950 -0.966 -1.973
H 1.943 -2.218 0.323
H 0.034 -0.821 0.860
H 2.446 -0.675 0.300
H -1.729 -0.775 1.170
H -0.964 0.555 1.584
H -0.493 3.194 2.020
H -1.487 2.356 2.556
O -0.873 2.316 1.796
*
```

Summary:
HOMO-LUMO gap: 11.10 eV
Highest occupied orbital energy: -14.04 eV

=====

It is (w) that is most stable; the runner-up trails by 0.0066 hartree.

=====

(w)
Entry from the Open Molecules 2025 dataset: a 2-piece molecular cluster, C3H13N2O overall (wB97M-V/def2-TZVPD).

```
! RIJCOSX wB97M-V def2-TZVPD def2/J DEFGRID3
* xyz 1 1
C 0.233 -0.104 1.396
C 0.659 1.023 0.454
C 1.147 0.633 -0.958
N 1.551 -0.772 -1.082
N -0.560 -1.161 0.658
H 1.104 -0.622 1.779
H -0.424 0.294 2.163
H 1.466 1.576 0.949
H -0.154 1.750 0.332
H 1.966 1.300 -1.214
H 0.342 0.806 -1.664
H 2.494 -0.916 -0.745
H 0.073 -1.383 -0.160
H 1.515 -1.075 -2.046
H -0.680 -1.970 1.259
H -1.448 -0.780 0.306
H -3.327 0.998 0.064
H -3.200 0.083 -1.156
O -2.756 0.322 -0.335
*
```

Summary:
HOMO-LUMO gap: 11.03 eV
Highest occupied orbital energy: -13.96 eV

=====

(x)
Entry from the Open Molecules 2025 dataset: a 2-piece molecular cluster, C3H13N2O overall (wB97M-V/def2-TZVPD).

```
! RIJCOSX wB97M-V def2-TZVPD def2/J DEFGRID3
* xyz 1 1
N -0.210 1.535 -0.326
C -1.164 0.810 0.563
C -1.415 -0.573 0.033
N -0.151 -1.246 -0.167
C 0.394 -1.952 1.003
H 0.659 0.966 -0.424
H -0.597 1.613 -1.268
H -0.014 2.475 0.007
H -0.682 0.751 1.547
H -2.020 1.434 0.782
H -2.232 -1.080 0.561
H -1.876 -0.480 -0.960
H -0.174 -1.829 -0.992
H -0.109 -1.630 1.915
H 1.451 -1.701 1.119
H 0.282 -3.035 0.929
H 3.033 1.583 -0.799
H 2.545 1.082 -2.214
O 2.280 1.276 -1.308
*
```

Summary:
HOMO-LUMO gap: 9.93 eV
Highest occupied orbital energy: -13.06 eV

=====

It is (w) that is most stable; the runner-up trails by 0.0252 hartree.

=====

(w)
Entry from the Open Molecules 2025 dataset: a 2-piece molecular cluster, C3H13N2O overall (wB97M-V/def2-TZVPD).

```
! RIJCOSX wB97M-V def2-TZVPD def2/J DEFGRID3
* xyz 1 1
N 0.592 1.148 -0.422
C 0.607 -0.175 0.397
C 0.908 -1.309 -0.603
C -0.636 -0.213 1.283
N -0.350 -1.096 2.394
H 0.389 2.057 0.067
H -0.225 1.160 -1.082
H 1.559 1.291 -0.746
H 1.474 -0.019 1.060
H 0.313 -1.371 -1.513
H 0.779 -2.214 -0.064
H 1.970 -1.161 -0.855
H -0.796 0.817 1.736
H -1.515 -0.405 0.664
H 0.603 -0.931 2.718
H -0.806 -0.805 3.175
H -1.425 0.391 -2.986
H -2.127 1.634 -2.717
O -1.313 1.200 -2.507
*
```

Summary:
HOMO-LUMO gap: 10.08 eV
Highest occupied orbital energy: -13.35 eV

=====

(x)
Entry from the Open Molecules 2025 dataset: a 2-piece molecular cluster, C3H13N2O overall (wB97M-V/def2-TZVPD).

```
! RIJCOSX wB97M-V def2-TZVPD def2/J DEFGRID3
* xyz 1 1
C -0.407 1.584 1.021
C -0.384 0.042 1.005
C -1.116 -0.595 -0.254
N 0.059 -0.747 -1.394
N -0.553 1.988 -0.409
H 0.496 2.082 1.404
H -1.136 1.766 1.763
H 0.664 -0.149 1.111
H -0.947 -0.233 1.954
H -1.464 -1.540 0.003
H -1.768 0.227 -0.483
H 0.925 -0.183 -1.185
H -0.326 -0.556 -2.328
H 0.466 -1.674 -1.413
H 0.160 2.501 -0.800
H -1.344 2.682 -0.597
H 2.128 -3.153 -0.160
H 2.393 -1.903 0.861
O 2.155 -2.139 -0.098
*
```

Summary:
HOMO-LUMO gap: 10.52 eV
Highest occupied orbital energy: -13.64 eV

=====

It is (w) that is most stable; the runner-up trails by 0.0325 hartree.

=====

(w)
Entry from the Open Molecules 2025 dataset: C4H6OS in the gas phase (wB97M-V/def2-TZVPD).

```
! RIJCOSX wB97M-V def2-TZVPD def2/J DEFGRID3
* xyz 0 1
C 2.757 -0.292 0.143
C 1.779 0.851 -0.093
C 0.511 0.754 -0.104
C -2.020 -0.263 0.014
H 3.697 -0.363 -0.468
H 2.326 -1.244 0.004
H 3.050 -0.483 1.352
H 2.085 1.881 -0.149
H -0.158 1.668 -0.436
H -2.787 -1.163 -0.226
O -2.554 0.768 0.206
S -0.372 -0.796 -0.093
*
```

Summary:
HOMO-LUMO gap: 10.07 eV
Highest occupied orbital energy: -9.30 eV
SMILES string: C/C=C\SC=O

=====

(x)
Entry from the Open Molecules 2025 dataset: a 2-piece molecular cluster, C4H6OS overall (wB97M-V/def2-TZVPD).

```
! RIJCOSX wB97M-V def2-TZVPD def2/J DEFGRID3
* xyz 0 1
C 2.902 -0.783 -0.296
C -0.725 1.208 -0.929
C -0.737 0.019 -0.302
C -1.296 -0.375 1.042
O 2.941 -1.807 -0.871
S 3.032 0.607 0.304
H -0.221 1.271 -1.843
H -1.517 1.813 -0.684
H -0.123 -0.737 -0.742
H -0.641 0.019 1.821
H -1.325 -1.393 1.431
H -2.289 0.159 1.070
*
```

Summary:
HOMO-LUMO gap: 10.14 eV
Highest occupied orbital energy: -9.54 eV
SMILES string: O=C=S.C=CC

=====

It is (x) that is most stable; the runner-up trails by 0.0302 hartree.